Below is 3 unconnected molecules or ions with the total composition C3H12NO3S at a distorted geometry, with properties calculated with the ωB97M-V functional and the def2-TZVPD basis.

The geometry in XYZ format:
```
20
Properties=species:S:1:pos:R:3:forces:R:3
C 0.175 -0.831 -1.035 0.134 -0.297 -0.055
C -1.330 -1.091 -0.878 -0.133 0.025 -1.121
S -2.210 -0.170 0.383 -0.518 0.530 0.541
N 0.562 0.535 -0.728 0.138 -0.317 0.534
C 1.983 0.532 -0.104 -0.114 -0.510 -1.562
O 2.832 -0.171 -0.819 0.385 0.127 0.099
H 0.464 -1.137 -2.048 -0.224 0.157 -0.121
H 0.776 -1.541 -0.466 -0.091 0.158 0.613
H -1.831 -0.766 -1.799 0.093 0.037 0.021
H -1.580 -2.153 -0.808 0.265 -0.013 0.307
H -1.202 0.341 1.114 0.159 -0.025 -0.383
H 0.665 1.003 -1.622 0.175 0.159 0.071
H 1.870 0.130 0.929 -0.383 0.382 0.220
H 2.194 1.637 -0.107 0.173 -0.042 0.452
H -1.211 -1.864 1.850 -0.184 -0.169 0.090
H -2.630 -2.025 2.325 0.200 -0.011 -0.151
O -1.778 -2.478 2.338 0.079 -0.282 0.354
H 0.455 3.801 -0.083 -0.009 -0.187 -0.077
H 1.159 2.717 0.737 -0.249 0.078 -0.158
O 0.637 3.533 0.821 0.105 0.199 0.326
```
Positions in Å, forces in eV/Å.

As for the total charge: -1. The value obtained for the relative energy (zero: lowest compared OMol25 entry of this formula, charge and spin) is 1.463 eV. For the HOMO-LUMO gap, the calculation gives 0.23424 hartree.

---

Below is 3 unconnected molecules or ions with the total composition C7H13NO at a distorted geometry, with properties calculated with the ωB97M-V functional and the def2-TZVPD basis.

The geometry in XYZ format:
```
22
Properties=species:S:1:pos:R:3:forces:R:3
C 0.059 0.408 -0.053 0.791 -0.822 -0.171
C 0.472 1.210 1.145 0.051 -0.192 -0.151
C -0.145 1.182 -1.322 0.350 -0.211 0.005
C 2.641 -1.534 0.698 -0.212 -0.193 0.067
N -0.338 -0.831 0.136 -1.055 0.903 0.262
C 1.956 -0.943 -0.505 1.227 0.949 -0.257
C -2.397 -0.076 0.491 -0.979 -0.402 0.206
C -3.325 -0.116 -0.444 0.204 -0.047 -0.094
O 2.252 -1.097 -1.643 -0.330 -0.266 0.050
H -0.622 -1.262 -0.743 -0.119 0.151 -0.044
H -2.575 -0.077 1.562 0.132 -0.027 -0.035
H 0.641 0.563 2.003 0.028 -0.007 -0.013
H 1.371 1.789 0.922 -0.051 0.021 0.053
H 0.821 1.574 -1.653 -0.069 0.042 -0.051
H -0.328 1.912 1.390 -0.042 0.033 -0.017
H -0.558 0.560 -2.113 0.026 -0.018 0.013
H -0.813 2.026 -1.144 -0.030 -0.010 0.073
H 3.534 -2.095 0.407 -0.108 0.047 -0.027
H 2.905 -0.728 1.385 -0.018 -0.030 -0.036
H 1.929 -2.182 1.209 0.034 0.012 0.031
H -4.395 -0.153 -0.223 0.120 0.125 0.096
H -3.084 -0.129 -1.506 0.048 -0.059 0.040
```
Positions in Å, forces in eV/Å.

The value obtained for the relative energy (zero: lowest compared OMol25 entry of this formula, charge and spin) is 6.336 eV. For the HOMO-LUMO gap (spin up / spin down), the calculation gives 0.28738 / 0.28572 hartree.

---

Below is a molecular structure, C28H25Cl3N7O5SSc at a distorted geometry, with properties calculated with the ωB97M-V functional and the def2-TZVPD basis.

The geometry in XYZ format:
```
70
Properties=species:S:1:pos:R:3:forces:R:3
Sc -0.605 -0.598 0.555 1.321 0.649 -0.159
O 1.298 1.917 -2.595 -0.029 0.092 0.094
C 0.712 1.353 -3.674 -0.186 -0.159 -0.084
C 1.173 1.689 -4.944 0.071 0.058 0.073
C 0.601 1.129 -6.067 0.025 -0.005 0.069
C -0.437 0.215 -5.945 -0.100 -0.121 -0.108
C -0.901 -0.129 -4.693 0.107 0.102 0.035
C -0.341 0.432 -3.544 0.181 0.252 -0.030
C -0.835 0.049 -2.212 -1.045 -0.422 0.082
O -0.324 0.599 -1.143 -0.028 0.419 -0.505
N -1.795 -0.836 -2.147 -0.007 0.043 -0.920
N -2.151 -1.087 -0.846 -0.410 0.002 -0.076
C -3.336 -1.529 -0.600 0.322 0.195 -0.482
C -3.856 -1.540 0.733 0.346 0.184 0.661
C -5.043 -2.227 1.014 0.022 0.056 0.104
C -5.632 -2.165 2.254 -0.095 -0.094 -0.085
C -5.054 -1.374 3.246 0.110 0.040 -0.133
C -3.902 -0.667 2.995 0.134 0.169 -0.267
C -3.239 -0.742 1.750 -1.232 -0.329 0.173
O -2.148 -0.050 1.551 -0.639 0.540 0.346
H 0.785 1.566 -1.818 0.172 0.091 -0.021
H 1.978 2.401 -5.029 0.127 0.113 0.022
H 0.961 1.408 -7.046 0.054 0.027 -0.079
H -0.880 -0.219 -6.830 -0.048 -0.040 -0.028
H -1.705 -0.836 -4.565 -0.078 -0.056 -0.010
H -3.997 -1.802 -1.429 0.210 0.058 0.046
H -5.492 -2.823 0.231 -0.047 -0.049 -0.099
H -6.542 -2.710 2.453 -0.059 -0.071 0.019
H -5.515 -1.321 4.222 -0.033 0.049 0.078
H -3.463 -0.035 3.754 0.070 0.002 0.059
C 3.614 0.145 3.515 0.038 -0.051 0.483
N 3.489 0.286 2.093 -0.316 -0.084 -0.691
C 3.774 1.391 1.327 0.226 0.293 -0.450
C 3.439 1.121 0.047 0.138 0.364 0.144
N 2.910 -0.155 0.022 0.102 0.446 0.856
C 2.950 -0.681 1.297 0.345 -0.657 0.106
S 2.595 -2.220 1.751 0.206 -0.460 0.191
C 2.368 -0.835 -1.068 -0.212 -0.596 -0.735
C 2.998 -0.819 -2.307 -0.065 -0.002 0.420
C 2.460 -1.588 -3.322 -0.249 -0.125 0.136
C 1.334 -2.354 -3.059 0.199 -0.029 -0.017
C 0.764 -2.289 -1.797 0.165 -0.340 -0.019
N 1.251 -1.524 -0.821 0.201 0.265 -0.303
H 4.470 0.711 3.880 0.006 0.059 -0.085
H 3.754 -0.914 3.741 -0.020 0.098 -0.030
H 2.704 0.483 4.018 0.077 -0.022 -0.013
H 4.218 2.270 1.752 0.064 0.119 0.015
H 3.469 1.726 -0.837 0.038 0.152 -0.133
H 3.889 -0.232 -2.460 0.103 0.033 0.043
H 2.933 -1.605 -4.292 -0.026 0.009 -0.100
H 0.899 -2.981 -3.821 -0.065 -0.047 -0.021
H -0.111 -2.879 -1.540 0.052 0.077 -0.064
C 1.430 4.481 1.584 0.313 0.266 -0.167
N 0.415 3.478 1.820 -0.127 0.668 0.215
C -0.908 3.916 2.220 -0.459 0.161 0.149
C 0.567 2.234 1.517 0.317 -1.072 -0.188
N 0.664 1.099 1.307 -0.116 0.650 0.201
H 1.532 5.104 2.476 0.019 -0.080 -0.075
H 1.159 5.119 0.737 -0.009 -0.053 0.049
H 2.382 4.000 1.367 -0.055 0.009 0.029
H -0.836 4.495 3.142 -0.023 -0.042 -0.034
H -1.536 3.043 2.386 -0.021 0.045 0.031
H -1.361 4.534 1.441 0.041 -0.022 0.022
Cl -0.007 -0.719 3.483 0.174 0.237 0.474
C -0.455 -2.412 3.686 -0.064 -0.322 -0.121
Cl 0.869 -3.282 4.448 0.108 -0.177 0.225
Cl -1.885 -2.508 4.710 -0.070 -0.098 0.199
C -0.777 -3.102 2.288 -0.272 -0.822 1.428
O -1.192 -4.230 2.349 0.041 0.002 -0.186
O -0.549 -2.376 1.290 -0.041 -0.650 -0.754
```
Positions in Å, forces in eV/Å.

For the HOMO-LUMO gap, the calculation gives 0.27869 hartree.

---

Below is 16 unconnected molecules or ions with the total composition ClH30O19 at a distorted geometry, with properties calculated with the ωB97M-V functional and the def2-TZVPD basis.

The geometry in XYZ format:
```
50
Properties=species:S:1:pos:R:3:forces:R:3
Cl 7.858 -11.573 14.064 0.889 0.646 0.459
O 9.230 -11.726 13.411 -3.148 -0.397 1.639
O 7.232 -12.907 14.245 1.441 1.815 -0.455
O 8.005 -10.836 15.375 -0.798 -2.143 -3.154
O 6.948 -10.793 13.157 1.955 -0.709 1.115
O 11.001 -13.957 14.138 1.496 -1.917 0.433
H 10.299 -13.340 14.124 -1.695 0.905 0.351
H 10.926 -14.570 14.894 -0.283 0.802 -0.575
O 7.955 -11.473 10.484 -0.221 0.498 -1.263
H 8.030 -12.046 11.225 0.195 -1.017 1.091
H 7.735 -12.025 9.730 0.157 -0.247 -0.091
O 4.623 -11.681 14.121 0.238 1.459 0.858
H 5.518 -11.390 13.847 -1.124 0.082 0.138
H 4.585 -12.511 13.687 -0.240 -1.043 -0.696
O 7.625 -14.819 11.712 -0.196 -0.100 0.720
H 8.061 -15.294 12.443 -0.143 0.443 -0.494
H 6.842 -14.396 12.123 0.623 -0.267 -0.609
O 5.060 -13.918 12.596 -0.431 -0.529 0.096
H 5.458 -14.356 13.356 0.014 0.091 0.279
H 4.159 -14.271 12.586 0.153 0.032 -0.305
O 7.018 -13.763 16.771 -0.368 0.294 1.602
H 6.391 -13.013 16.757 0.285 -0.704 -0.571
H 7.092 -14.151 15.911 -0.142 0.337 -0.723
O 9.967 -12.021 16.680 -0.505 -0.210 1.220
H 9.440 -11.948 15.884 0.202 0.326 -0.064
H 10.871 -12.180 16.473 0.884 -0.179 -0.607
O 5.657 -10.128 10.272 0.457 0.711 1.116
H 5.701 -9.362 10.943 -0.261 -2.209 -1.803
H 6.411 -10.755 10.448 -0.950 1.331 0.134
O 7.539 -11.657 18.661 -1.343 0.453 -0.265
H 7.698 -12.181 17.879 0.075 -0.234 -0.608
H 8.327 -11.810 19.132 1.519 -0.129 1.059
O 5.962 -9.199 17.317 -0.738 0.370 -0.815
H 6.844 -8.988 17.592 0.733 -0.144 0.486
H 5.981 -8.926 16.365 -0.049 -0.412 0.905
O 5.609 -7.968 11.834 -1.202 1.983 0.856
H 6.459 -8.195 12.170 1.323 -0.336 0.441
H 5.357 -7.207 12.416 0.138 -0.998 -0.880
O 6.170 -8.518 14.746 0.950 0.779 0.065
H 5.275 -8.510 14.451 -1.141 -0.125 -0.428
H 6.579 -9.240 14.262 0.046 -0.535 -0.127
O 12.375 -11.994 12.760 0.177 0.189 0.026
H 12.476 -11.510 13.584 0.045 0.118 -0.039
H 11.683 -12.627 12.976 0.310 -0.183 -0.152
O 9.556 -9.011 14.081 -1.815 -1.243 -1.239
H 8.778 -8.494 14.275 -0.394 0.190 0.190
H 10.246 -8.531 14.437 2.356 1.519 1.081
O 10.303 -10.318 11.263 -0.968 -0.714 0.202
H 10.068 -10.875 12.047 0.701 1.018 -0.822
H 9.495 -10.475 10.728 0.792 0.330 0.225
```
Positions in Å, forces in eV/Å.

As for the total charge: -1. The value obtained for the relative energy (zero: lowest compared OMol25 entry of this formula, charge and spin) is 1.376 eV. For the HOMO-LUMO gap, the calculation gives 0.34068 hartree.

---

no.,E (Eh)
1,-800.146141
2,-404.294602
3,-4381.178468
4,-1907.526310